# 1
Computed, not measured: 2 unconnected molecules or ions with the total composition C3H11N2, with ωB97M-V/def2-TZVPD.

Each line ends with the Löwdin charge.
CARTESIAN COORDINATES (ANGSTROEM)
1 C 1.7552 1.1071 0.6126  -0.17
2 C 1.2728 -0.0804 1.3630  -0.17
3 H 2.4049 0.8320 -0.2196  0.08
4 H 2.3009 1.8230 1.2027  0.07
5 H 0.9599 1.7355 0.1837  0.06
6 H 2.0466 -0.8277 1.5136  0.08
7 H 0.8978 0.2203 2.3230  0.07
8 H 0.4048 -0.5895 0.9606  0.03
9 N -0.5882 -0.2535 -1.6628  0.21
10 C -1.7363 -0.7833 -1.2820  -0.15
11 N -2.2274 -0.6397 -0.0823  0.21
12 H -0.1954 0.4910 -1.1012  0.10
13 H -0.3687 -0.3519 -2.6436  0.14
14 H -2.1830 -1.4754 -1.9860  0.17
15 H -2.9882 -1.2012 0.2688  0.15
16 H -1.7556 -0.0063 0.5497  0.13

The calculation puts the total energy at -230.16861 Eh. The calculation puts the HOMO energy at -15.37 eV. As for the relative energy (zero: lowest compared OMol25 entry of this formula, charge and spin): 36.2 kJ/mol. Its net charge is +1. The value obtained for the orbital gap is 11.40 eV.

=====

# 2
Computed, not measured: 6 unconnected molecules or ions with the total composition C30H55ClN10, with ωB97M-V/def2-TZVPD.

Each line ends with the Löwdin charge.
CARTESIAN COORDINATES (ANGSTROEM)
1 C -2.2821 -18.4264 10.4956  -0.03
2 C -0.9355 -18.1711 11.2517  -0.16
3 N -0.8876 -16.8110 11.8170  -0.05
4 C -1.4470 -16.4024 13.0005  -0.01
5 C -1.0875 -15.1166 13.1748  0.00
6 N -0.4824 -14.6406 12.0254  -0.08
7 C -0.4138 -15.7080 11.2127  0.00
8 C 0.0739 -13.3009 11.8375  0.05
9 H -2.0985 -19.4078 10.0592  0.08
10 H -2.3625 -17.6641 9.7269  0.09
11 H -3.0697 -18.4425 11.2403  0.08
12 H 0.0028 -18.3469 10.7350  0.12
13 H -0.9966 -18.8480 12.1049  0.11
14 H -1.9956 -17.0768 13.6341  0.14
15 H -1.2907 -14.4535 14.0006  0.15
16 H 0.0180 -15.5999 10.2289  0.18
17 H -0.5416 -12.9291 11.0170  0.12
18 H 1.1002 -13.4304 11.4973  0.11
19 H 0.0747 -12.7467 12.7674  0.11
20 C 1.8468 -21.6752 10.6154  -0.06
21 C 3.3304 -21.4582 10.2210  -0.17
22 N 4.1890 -22.6012 10.4285  -0.04
23 C 4.0646 -23.8663 9.8557  0.01
24 C 5.1920 -24.5053 10.2660  -0.02
25 N 5.7503 -23.8318 11.2994  -0.08
26 C 5.1056 -22.6495 11.3990  0.00
27 C 6.8326 -24.3123 12.1632  0.02
28 H 1.4808 -20.6787 10.8382  0.06
29 H 1.7845 -22.4037 11.4316  0.07
30 H 1.3390 -22.2638 9.8491  0.08
31 H 3.6861 -20.5181 10.6332  0.13
32 H 3.2908 -21.3052 9.1369  0.11
33 H 3.2881 -24.0151 9.1146  0.06
34 H 5.4475 -25.4810 9.8822  0.14
35 H 5.4096 -21.7997 11.9858  0.17
36 H 7.6795 -24.3861 11.4741  0.09
37 H 6.7153 -25.3276 12.5328  0.10
38 H 7.1311 -23.6303 12.9515  0.11
39 C -0.9750 -23.1526 12.9939  -0.06
40 C -2.4138 -23.6597 12.9695  -0.13
41 N -3.1108 -23.2647 14.2194  -0.06
42 C -2.8151 -23.7072 15.4853  0.00
43 C -3.5939 -23.0239 16.3418  0.01
44 N -4.4501 -22.2221 15.6310  -0.06
45 C -4.0928 -22.3660 14.3288  0.00
46 C -5.4542 -21.3140 16.1352  0.01
47 H -0.5991 -22.9101 11.9958  0.06
48 H -0.3043 -23.9294 13.3573  0.08
49 H -0.8180 -22.2018 13.5023  0.08
50 H -2.4858 -24.7429 12.9138  0.14
51 H -3.0344 -23.2074 12.1980  0.13
52 H -2.1338 -24.5395 15.5530  0.15
53 H -3.6097 -23.0504 17.4194  0.15
54 H -4.5294 -21.8742 13.4751  0.17
55 H -5.7972 -20.6586 15.3337  0.10
56 H -5.1741 -20.5851 16.8968  0.11
57 H -6.3337 -21.8256 16.5225  0.11
58 C 10.4172 -26.3552 12.1609  -0.07
59 C 11.3142 -27.2494 11.2616  -0.12
60 N 12.5966 -26.5558 11.0256  -0.04
61 C 13.8038 -26.9009 11.6645  0.04
62 C 14.6582 -25.8408 11.4257  0.01
63 N 14.0016 -24.9361 10.6662  -0.08
64 C 12.7356 -25.3267 10.5498  -0.04
65 C 14.5001 -23.6406 10.1919  0.03
66 H 9.5000 -26.8999 12.4057  0.08
67 H 10.1185 -25.3451 11.8907  0.06
68 H 10.8541 -26.2885 13.1616  0.09
69 H 10.8252 -27.2759 10.2876  0.12
70 H 11.4058 -28.2629 11.6301  0.14
71 H 14.0763 -27.8586 12.0724  0.14
72 H 15.6784 -25.7208 11.7496  0.15
73 H 11.9224 -24.7204 10.1901  0.17
74 H 14.0115 -22.7497 10.5719  0.11
75 H 14.5421 -23.6786 9.1034  0.11
76 H 15.5629 -23.5249 10.4100  0.11
77 C 0.5292 -26.5890 8.0393  -0.08
78 C 1.7666 -26.7866 7.1600  -0.18
79 N 1.4308 -26.8091 5.7345  -0.04
80 C 0.6288 -25.9665 4.9910  0.01
81 C 0.7844 -26.3756 3.7000  0.00
82 N 1.6505 -27.4322 3.6533  -0.08
83 C 2.0439 -27.6522 4.9244  -0.01
84 C 2.1727 -28.0962 2.4775  0.03
85 H -0.0995 -27.4621 7.8476  0.09
86 H 0.0171 -25.6278 8.0090  0.07
87 H 0.6471 -26.6729 9.1260  0.07
88 H 2.2372 -27.7368 7.4095  0.12
89 H 2.5234 -26.0523 7.4378  0.07
90 H -0.0690 -25.3375 5.5117  0.13
91 H 0.3023 -26.0037 2.8114  0.14
92 H 2.7919 -28.3663 5.2239  0.17
93 H 3.1121 -27.6186 2.2029  0.11
94 H 1.3739 -28.1224 1.7430  0.11
95 H 2.4418 -29.1194 2.7393  0.11
96 Cl 2.8832 -23.1952 6.4566  -0.63

The calculation puts the total energy at -2182.61181 Eh. The calculation puts the HOMO energy at -13.80 eV. As for the relative energy (zero: lowest compared OMol25 entry of this formula, charge and spin): 144.4 kJ/mol. Its net charge is +4. The value obtained for the orbital gap is 6.43 eV.